Entry 1:
{
  "formula": "C11H11N",
  "method": "ωB97M-V/def2-TZVPD",
  "e_homo_ha": [-0.2669, -0.2641],
  "gap_ev": [7.705, 7.523],
  "symbols": ["C", "C", "C", "C", "C", "C", "C", "C", "C", "C", "C", "N", "H", "H", "H", "H", "H", "H", "H", "H", "H", "H", "H"],
  "xyz": [[-3.54, 0.01, -0.99], [-2.50, 0.58, -0.80], [0.27, 1.70, 1.39], [1.56, 1.58, 1.03], [-0.39, -1.52, 0.76], [0.80, -1.96, -0.03], [1.85, 0.05, -1.30], [1.78, -0.84, -0.07], [-0.24, 0.91, 0.35], [1.19, 0.56, 0.06], [-1.28, 1.32, -0.68], [-1.27, -2.15, 1.43], [-4.44, -0.39, -0.82], [-0.20, 2.28, 2.25], [2.50, 1.78, 1.35], [1.24, -2.85, 0.44], [0.46, -2.26, -1.03], [2.81, 0.51, -1.64], [1.19, -0.04, -2.06], [2.57, -1.12, 0.58], [-0.82, 1.17, -1.76], [-1.46, 2.36, -0.45], [-2.09, -1.68, 1.98]]
}

=====

Entry 2:
{
  "formula": "C11H11N3O2S",
  "method": "ωB97M-V/def2-TZVPD",
  "e_homo_ha": -0.2835,
  "smiles": "Cn1nc(-c2ccc3c(c2)OCO3)n(C)c1=S",
  "gap_ev": 8.341,
  "symbols": ["C", "N", "N", "C", "C", "C", "C", "C", "C", "C", "O", "C", "O", "N", "C", "C", "S", "H", "H", "H", "H", "H", "H", "H", "H", "H", "H", "H"],
  "xyz": [[-0.34, -4.13, -1.67], [-0.59, -2.96, -0.81], [-0.25, -1.68, -1.18], [-0.26, -1.00, -0.07], [0.10, 0.41, 0.00], [0.79, 0.92, 1.13], [1.17, 2.26, 1.14], [0.95, 3.08, 0.04], [0.36, 2.59, -1.09], [-0.08, 1.27, -1.11], [0.16, 3.62, -1.96], [0.80, 4.75, -1.37], [1.15, 4.40, -0.02], [-0.65, -1.79, 1.03], [-1.01, -1.41, 2.43], [-0.86, -3.05, 0.52], [-1.08, -4.41, 1.50], [-0.95, -4.98, -1.35], [0.70, -4.46, -1.62], [-0.61, -3.94, -2.70], [1.01, 0.28, 2.01], [1.65, 2.63, 2.04], [-0.61, 0.95, -2.00], [1.69, 5.00, -1.89], [0.11, 5.59, -1.37], [-1.03, -0.30, 2.52], [-2.01, -1.81, 2.72], [-0.28, -1.81, 3.13]]
}

=====

Record order is preserved below.
Energy above the lowest of the compared OMol25 structures with the same formula, charge and spin: 216.13 39.72 kcal per mole
Record order is preserved below.
E_tot: -13066.5064 -30985.1294 eV